{"formula": "C15H27Br2NO2PdSb2", "method": "the ωB97M-V functional and the def2-TZVPD basis", "symbols": ["Pd", "Br", "C", "C", "C", "C", "C", "N", "C", "O", "O", "H", "H", "H", "C", "C", "Sb", "C", "C", "C", "C", "H", "H", "H", "H", "H", "H", "H", "H", "H", "H", "H", "H", "H", "H", "H", "Br", "C", "Sb", "C", "C", "H", "H", "H", "H", "H", "H", "H", "H", "H"], "positions_angstrom": [[0.300, -1.337, -0.824], [-3.109, -2.672, -2.531], [-0.518, -2.904, 0.116], [-1.479, -3.645, 0.784], [-1.127, -4.080, 2.062], [0.101, -3.759, 2.617], [1.000, -2.965, 1.894], [0.630, -2.643, 0.675], [2.198, -2.194, 2.500], [2.861, -2.737, 3.381], [2.283, -1.031, 2.053], [-2.457, -3.813, 0.360], [-1.857, -4.627, 2.650], [0.372, -4.036, 3.627], [-2.108, 2.209, 0.233], [-0.658, 2.636, 0.379], [0.637, 0.858, 0.768], [2.518, 1.972, 0.858], [2.418, 3.453, 1.180], [0.141, 0.706, 2.894], [-0.235, 1.966, 3.632], [-2.765, 3.066, 0.064], [-2.455, 1.684, 1.125], [-2.232, 1.529, -0.615], [-0.547, 3.340, 1.205], [-0.331, 3.131, -0.537], [3.010, 1.834, -0.107], [3.097, 1.442, 1.612], [1.846, 3.989, 0.426], [3.418, 3.895, 1.218], [1.931, 3.620, 2.138], [1.031, 0.276, 3.341], [-0.659, -0.033, 2.983], [0.574, 2.690, 3.601], [-0.437, 1.743, 4.682], [-1.124, 2.432, 3.216], [2.587, -0.874, -1.934], [-2.304, -0.226, -4.523], [-1.006, -0.717, -2.857], [0.105, -2.163, -4.026], [0.104, 1.162, -3.274], [-1.700, 0.192, -5.318], [-3.061, 0.493, -4.242], [-2.795, -1.118, -4.885], [0.689, -1.645, -4.782], [-0.553, -2.893, -4.499], [0.790, -2.674, -3.346], [0.618, 1.152, -4.234], [0.854, 1.314, -2.498], [-0.598, 2.001, -3.246]], "forces_ev_per_a": [[-0.68, -0.73, 0.76], [-0.65, -0.57, 0.14], [0.27, 0.59, 0.48], [0.01, -0.07, -0.31], [0.03, -0.03, -0.13], [0.37, 0.04, 0.16], [0.16, 0.16, 0.41], [-0.48, -0.36, -0.05], [-0.35, 0.26, -0.32], [0.25, -0.67, 0.55], [0.27, 0.08, -0.09], [-0.05, 0.00, -0.09], [0.03, -0.03, 0.01], [-0.03, -0.02, 0.03], [-0.01, -0.04, -0.10], [0.34, -0.32, 0.16], [-0.05, 0.86, 0.26], [-0.32, -0.25, 0.05], [-0.01, -0.07, -0.02], [0.06, 0.06, -0.19], [-0.14, 0.09, 0.08], [-0.13, 0.03, 0.02], [-0.11, -0.06, 0.03], [-0.02, -0.04, 0.08], [0.04, 0.13, 0.00], [0.17, -0.03, 0.00], [-0.08, -0.22, 0.04], [0.08, -0.11, -0.04], [-0.06, 0.09, -0.07], [0.04, 0.14, 0.06], [0.00, 0.11, 0.12], [0.08, -0.17, -0.09], [0.04, -0.08, -0.12], [0.08, 0.20, 0.02], [-0.05, 0.06, 0.15], [-0.16, 0.18, -0.03], [0.71, 0.13, -0.35], [-0.22, 0.00, 0.35], [0.94, 0.27, -1.81], [0.01, 0.02, -0.02], [-0.11, -0.04, 0.13], [0.40, 0.21, -0.05], [-0.22, 0.23, 0.13], [-0.05, -0.28, 0.15], [0.13, 0.09, -0.12], [-0.21, 0.13, 0.08], [-0.12, 0.14, -0.16], [-0.02, -0.04, -0.17], [-0.05, -0.09, -0.04], [-0.12, 0.03, -0.10]], "mulliken_charge": [-0.005, -0.793, 0.501, -0.758, -0.043, -0.783, 0.483, -0.401, 0.037, -0.790, -0.657, 0.397, 0.362, 0.423, -1.074, -0.938, 1.072, -0.712, -1.001, -0.803, -1.200, 0.383, 0.286, 0.087, 0.501, 0.433, 0.421, 0.391, 0.253, 0.393, 0.169, 0.498, 0.438, 0.219, 0.419, 0.221, -0.720, -1.413, 0.994, -1.269, -1.260, 0.415, 0.373, 0.393, 0.373, 0.405, 0.286, 0.445, 0.185, 0.366], "charge": -2, "spin_multiplicity": 1}

---

{"formula": "C15H27N6O2S", "method": "the ωB97M-V functional and the def2-TZVPD basis", "symbols": ["O", "C", "O", "C", "C", "C", "C", "N", "N", "C", "N", "C", "N", "S", "H", "H", "H", "H", "H", "H", "H", "H", "H", "H", "H", "H", "H", "C", "C", "C", "C", "N", "H", "H", "H", "H", "H", "H", "H", "C", "C", "C", "C", "N", "H", "H", "H", "H", "H", "H", "H"], "positions_angstrom": [[2.645, -1.020, -1.932], [2.606, 0.097, -1.461], [1.471, 0.827, -1.498], [1.518, 2.110, -0.860], [0.852, 3.172, -1.734], [-0.152, 2.600, -2.723], [-1.626, 2.738, -2.287], [-2.233, 1.418, -2.112], [-2.436, 0.581, -3.162], [-2.939, -0.530, -2.659], [-3.078, -0.473, -1.376], [-2.638, 0.752, -1.031], [-2.583, 1.243, 0.211], [-3.068, 0.292, 1.561], [3.505, 0.502, -0.986], [1.044, 2.041, 0.112], [2.545, 2.398, -0.688], [0.379, 3.881, -1.069], [1.616, 3.730, -2.251], [-0.057, 3.143, -3.653], [0.067, 1.575, -2.968], [-1.713, 3.281, -1.361], [-2.189, 3.273, -3.037], [-2.198, 0.819, -4.109], [-3.187, -1.382, -3.256], [-2.229, 2.172, 0.332], [-2.254, -0.768, 1.373], [3.889, 0.465, 2.143], [5.203, 1.145, 2.502], [4.979, 2.399, 3.353], [4.146, 3.352, 2.613], [3.462, 4.060, 2.021], [3.255, 1.132, 1.554], [4.068, -0.431, 1.548], [3.335, 0.171, 3.035], [5.733, 1.420, 1.588], [5.845, 0.450, 3.044], [5.926, 2.876, 3.601], [4.474, 2.148, 4.286], [-3.058, -6.162, 1.141], [-3.922, -4.932, 0.883], [-3.108, -3.717, 0.420], [-2.125, -3.326, 1.433], [-1.374, -3.020, 2.249], [-2.341, -5.985, 1.944], [-3.678, -7.007, 1.437], [-2.503, -6.448, 0.246], [-4.470, -4.676, 1.790], [-4.663, -5.164, 0.117], [-3.762, -2.865, 0.230], [-2.575, -3.944, -0.505]], "forces_ev_per_a": [[-0.30, 1.56, 0.53], [0.06, -2.49, -0.90], [0.60, 0.14, 0.34], [-0.02, 0.13, 0.01], [0.15, -0.52, 0.20], [-0.55, 0.91, -0.23], [0.72, -0.72, -0.44], [-0.04, 0.84, -0.08], [0.10, 0.18, -0.32], [-0.07, -0.61, -0.72], [-0.18, -0.09, 1.37], [-0.10, 0.01, 0.17], [-0.12, -0.69, -0.22], [-0.19, 0.15, 0.16], [-0.25, 0.67, 0.14], [-0.20, -0.20, 0.19], [0.36, 0.04, 0.17], [-0.16, 0.33, 0.13], [0.25, 0.09, -0.33], [0.07, 0.20, -0.27], [0.13, -0.39, 0.05], [-0.17, 0.11, 0.37], [-0.37, 0.13, -0.11], [0.09, 0.14, -0.12], [-0.08, -0.21, -0.32], [0.18, 0.07, 0.39], [0.21, 0.26, 0.01], [0.05, -0.14, -0.13], [-0.12, -0.14, -0.08], [0.11, 0.00, -0.21], [-0.16, 0.19, 0.13], [0.08, -0.16, -0.05], [-0.03, 0.02, 0.07], [-0.01, -0.03, 0.04], [-0.02, 0.00, 0.00], [0.06, 0.03, 0.03], [0.01, 0.07, 0.07], [-0.01, 0.05, 0.03], [-0.03, 0.03, 0.02], [-0.02, 0.03, 0.00], [0.03, -0.23, 0.05], [-0.10, -0.17, 0.13], [0.04, 0.07, -0.01], [-0.09, 0.10, -0.13], [0.02, 0.03, -0.02], [0.00, -0.01, -0.02], [0.01, -0.01, 0.00], [-0.02, 0.07, -0.02], [-0.01, 0.09, -0.03], [0.04, 0.06, -0.02], [0.04, 0.00, -0.01]], "mulliken_charge": [-0.501, 0.167, -0.275, -0.326, -1.161, -0.529, -0.872, 0.350, -0.291, -0.066, -0.402, 0.559, -0.298, -0.063, 0.379, 0.219, 0.439, 0.366, 0.463, 0.465, 0.588, 0.471, 0.224, 0.202, 0.475, 0.209, 0.084, -0.734, -0.442, -0.491, 0.338, -0.455, -0.058, 0.321, 0.386, 0.276, 0.317, 0.298, 0.288, -1.173, -0.561, 0.029, 0.123, -0.476, 0.354, 0.345, 0.296, 0.309, 0.344, 0.225, 0.267], "relative_energy_kcal_mol": 6.2, "charge": 1, "spin_multiplicity": 1}

---

What are the molar mass values for these records? In order: 763.1, 355.5 g mol⁻¹.
What are the HOMO values for these records? In order: -1.33, -12.63 eV.